# 1
86
Properties=species:S:1:pos:R:3:forces:R:3:mulliken_charge:R:1 method="wB97M-V/def2-TZVPD" charge=-1 e_homo_ev=-2.54 energy_ev=-63254.355
Pd -0.338800 0.303800 -0.118900 -0.4 0.4 0.7 -0.513
S -0.663700 5.485400 5.606100 0.3 -1.1 -1.2 0.076
N -0.409200 3.866000 5.647200 0.0 0.1 -0.1 -0.762
C -0.273600 3.435400 4.396800 -0.2 1.1 0.7 0.875
C -0.057800 2.084100 3.988000 0.2 -1.0 -0.8 0.328
C 0.021300 1.015000 4.881300 0.0 0.0 -0.1 -0.763
C 0.219400 -0.260300 4.389900 0.0 0.2 -0.1 -1.036
C 0.357400 -0.428900 3.011700 0.2 -0.2 0.4 -0.612
N 0.292300 0.563600 2.149700 -0.5 0.7 -0.3 0.662
C 0.073100 1.816800 2.597800 0.2 -1.0 1.3 -0.068
C -0.014200 2.872900 1.628500 -0.1 1.4 -0.7 -1.006
N 0.166300 2.563400 0.324400 -0.1 -0.3 0.5 1.812
C 0.039800 3.516300 -0.580300 0.0 0.4 -0.1 -0.852
C -0.236000 4.845800 -0.273100 0.0 -0.1 0.1 -1.264
C -0.376200 5.198500 1.054000 0.0 -0.1 0.1 -0.932
C -0.272600 4.211200 2.033500 0.2 -0.6 -1.1 0.854
C -0.384900 4.482600 3.431000 -0.2 0.7 1.2 0.752
N -0.603200 5.674800 3.977600 0.0 -0.1 0.1 -0.743
H -0.079300 1.219100 5.937600 0.0 -0.1 0.1 0.504
H 0.278700 -1.113400 5.048200 0.0 -0.1 0.0 0.430
H 0.565600 -1.408300 2.592100 -0.1 0.0 0.0 0.563
H 0.195900 3.217500 -1.612600 -0.1 0.0 0.0 0.326
H -0.304400 5.580000 -1.061900 0.0 0.0 0.0 0.469
H -0.560800 6.217300 1.361400 0.0 0.1 0.0 0.506
C 5.585200 -0.600600 1.793900 0.0 0.1 -0.1 -1.498
C 5.030100 -0.694600 0.384100 -0.3 0.1 -0.1 0.295
C 5.038300 -2.139800 -0.076700 0.0 0.2 -0.1 -1.583
Sb 2.978800 0.210200 0.290600 0.8 -0.2 -0.6 0.285
C 3.940900 2.236400 0.373300 -0.3 -0.5 -0.1 0.307
C 3.643300 2.869000 1.723400 0.1 -0.2 0.1 -1.186
C 3.518300 3.176500 -0.737900 0.1 -0.1 0.0 -1.102
C 2.730000 -0.232900 -1.892900 0.1 0.3 0.5 0.370
C 3.800100 0.290200 -2.837000 0.0 -0.2 0.2 -1.625
C 1.346800 0.191100 -2.349100 0.1 -0.1 0.2 -0.949
H 6.590700 -1.026400 1.836400 0.1 0.0 0.1 0.435
H 4.960500 -1.153200 2.493800 -0.1 0.0 0.2 0.298
H 5.646400 0.432300 2.127500 0.0 0.2 0.2 0.313
H 5.669500 -0.106100 -0.279900 0.0 0.1 -0.1 0.360
H 4.330400 -2.729700 0.505300 -0.1 -0.2 0.0 0.278
H 6.030800 -2.576900 0.056600 0.1 -0.1 0.0 0.445
H 4.777100 -2.217200 -1.129600 -0.1 -0.1 -0.1 0.290
H 5.014500 2.035400 0.312200 0.0 -0.1 -0.1 0.504
H 2.618900 3.233800 1.752600 -0.2 0.0 0.1 0.008
H 4.307800 3.720600 1.898200 0.0 0.1 0.0 0.551
H 3.774100 2.160400 2.543500 0.0 0.0 0.1 0.316
H 2.436400 3.180600 -0.833100 0.0 0.1 -0.1 -0.095
H 3.961900 2.897200 -1.689600 -0.1 0.0 -0.1 0.271
H 3.835100 4.195000 -0.504900 0.0 0.2 0.0 0.507
H 2.776200 -1.327700 -1.888500 0.0 0.0 0.1 0.457
H 3.676100 1.356800 -3.009300 0.0 0.1 0.0 0.309
H 3.717200 -0.211000 -3.804200 0.0 0.0 -0.1 0.433
H 4.801700 0.112300 -2.450500 0.2 0.0 0.0 0.328
H 1.316300 1.272600 -2.498000 -0.1 0.0 0.0 0.180
H 0.567100 -0.084700 -1.581800 0.3 -0.1 -0.8 0.051
H 1.074800 -0.300400 -3.285300 -0.1 0.0 -0.1 0.454
C -5.858700 -2.676100 2.172200 0.1 0.0 0.0 -1.643
C -4.447400 -2.458600 1.695500 0.1 -0.2 0.2 0.595
C -3.427500 -3.302000 2.112400 -0.3 -0.1 0.2 -0.733
C -2.117300 -3.084400 1.674500 -0.1 0.1 -0.2 0.678
C -1.022800 -3.992800 2.161900 0.0 0.1 -0.1 -1.862
C -1.862200 -2.046800 0.814900 0.4 -0.3 0.2 -0.195
C -2.879200 -1.162500 0.346900 -0.2 0.0 -0.4 0.388
C -4.183500 -1.403200 0.842500 0.0 0.2 0.0 -0.339
N -2.485700 -0.256300 -0.547200 0.9 0.2 0.0 -0.529
C -3.304100 0.790400 -1.114600 0.0 0.0 0.0 2.054
C -4.646000 0.307600 -1.706100 0.1 0.1 0.1 -2.039
C -2.458600 1.350800 -2.272400 -0.1 0.1 0.3 -1.434
C -3.544600 1.910400 -0.087100 0.1 -0.1 -0.2 -1.616
H -5.911200 -3.504400 2.876200 0.0 -0.1 0.1 0.349
H -6.520800 -2.894800 1.333100 -0.1 0.0 0.0 0.321
H -6.232900 -1.777700 2.662400 -0.1 0.0 0.1 0.328
H -3.644400 -4.125200 2.780900 0.0 -0.1 0.1 0.238
H -1.331900 -5.035900 2.103200 0.0 -0.1 0.0 0.494
H -0.788500 -3.773800 3.204100 0.1 0.0 0.1 0.274
H -0.119600 -3.863800 1.571400 0.2 0.0 -0.1 0.325
H -0.843300 -1.853000 0.435900 -0.4 -0.2 0.1 0.525
H -5.002700 -0.757400 0.566700 0.0 0.0 0.0 0.291
H -4.563500 -0.735800 -2.002800 0.0 -0.1 0.0 0.337
H -4.898900 0.900800 -2.584600 -0.1 0.1 -0.1 0.481
H -5.462800 0.410800 -0.995000 -0.1 -0.1 0.0 0.377
H -2.397200 0.598600 -3.058900 0.1 0.0 -0.1 0.435
H -1.452300 1.548800 -1.876300 -0.2 0.0 -0.3 -0.097
H -2.882800 2.267200 -2.683300 -0.1 0.1 -0.1 0.451
H -4.179500 1.564700 0.725000 -0.1 -0.1 0.1 0.297
H -4.008100 2.775600 -0.559500 -0.1 0.2 0.0 0.486
H -2.582300 2.205800 0.334200 0.0 0.1 0.0 0.149



# 2
95
Properties=species:S:1:pos:R:3:forces:R:3:mulliken_charge:R:1 method="wB97M-V/def2-TZVPD" de_lowest_kj_mol=150.9 e_homo_ev=-6.72 energy_ev=-126351.269
Sn 1.567055 2.414550 0.642959 -0.2 -0.1 0.1 1.164
O 4.151408 -2.668631 -2.608650 0.0 0.0 0.0 -0.560
C 3.654065 -1.611608 -1.907837 0.0 0.0 0.0 1.103
C 4.474477 -0.724236 -1.226234 -0.1 0.0 0.0 -0.478
C 3.879400 0.322309 -0.543395 0.0 0.0 0.0 -0.403
N 2.561811 0.484758 -0.532493 -0.1 -0.1 0.0 0.501
C 1.768978 -0.373510 -1.170471 0.0 0.0 0.0 -0.042
C 2.273407 -1.441088 -1.886215 0.1 0.1 0.0 -0.505
C 0.264743 -0.104620 -1.038946 0.2 -0.1 0.3 0.257
O -0.493251 -0.697324 -1.812500 -0.2 -0.4 0.1 -0.843
O -0.039230 0.725319 -0.130903 -0.1 0.0 -0.1 -0.587
C 4.704927 1.337862 0.272377 -0.1 0.1 0.0 -0.013
O 5.923827 1.235756 0.202657 0.1 -0.1 0.0 -0.739
O 4.001112 2.160500 0.933252 0.0 0.0 -0.1 -0.483
H 5.112198 -2.673049 -2.525201 0.0 0.0 0.0 0.302
H 5.553202 -0.813466 -1.202830 0.0 0.0 0.0 0.487
H 1.607337 -2.119311 -2.397388 0.0 0.0 0.0 0.561
F 1.727530 -0.304436 -5.230968 0.0 0.0 0.0 -0.472
C 0.644755 0.275911 -4.654171 0.0 0.1 0.0 0.693
C 0.832074 1.284325 -3.755803 0.0 0.0 -0.1 -0.932
C -0.264438 1.885802 -3.144083 0.0 0.2 -0.2 -0.126
C -0.019135 2.799126 -2.021214 -0.6 -0.3 0.0 1.566
O 1.153951 2.932962 -1.635733 0.6 0.4 0.2 -1.140
C -1.184811 3.375542 -1.422157 0.2 0.1 -0.3 0.131
C -2.400642 3.022476 -1.905616 -0.1 -0.1 0.1 -0.835
N -2.630003 2.069643 -2.849225 0.1 0.2 -0.1 0.329
C -3.980345 1.705110 -3.184529 0.0 -0.1 0.0 -0.210
C -4.458081 0.326140 -2.821295 0.0 0.0 0.0 -0.441
C -4.961901 1.522038 -2.070187 0.0 0.0 0.0 -1.029
C -1.557608 1.484880 -3.494463 0.0 0.1 0.0 0.510
C -1.725989 0.442033 -4.409852 0.1 0.0 0.0 -0.159
C -0.631460 -0.195724 -4.961322 -0.2 0.0 0.2 -1.450
N -0.864805 -1.367090 -5.739205 0.1 0.2 -0.2 0.426
C -1.627720 -1.241679 -6.967225 0.0 0.0 0.0 -0.698
C -2.556818 -2.466425 -7.039747 0.0 -0.1 0.0 -0.823
N -1.942600 -3.530131 -6.168174 -0.1 0.0 0.1 -0.128
C -0.471852 -3.634607 -6.445792 0.0 -0.1 0.0 -0.645
C 0.184663 -2.364007 -5.876213 0.0 0.0 0.1 -0.438
C -1.175765 4.274953 -0.186896 -0.2 -0.3 0.0 0.149
O -2.111618 5.060905 -0.065788 -0.1 0.1 0.0 -0.746
O -0.246694 4.028512 0.633384 0.2 0.1 0.1 -0.510
H 1.829158 1.594370 -3.474612 0.0 0.0 0.0 0.516
H -3.277741 3.474848 -1.462961 0.0 0.0 0.0 0.742
H -4.351767 2.140992 -4.106362 0.0 0.0 0.0 0.383
H -3.751191 -0.312170 -2.308364 0.1 0.0 0.0 0.212
H -5.126914 -0.173253 -3.510131 0.0 0.0 0.0 0.314
H -4.597899 1.656255 -1.062705 0.0 0.0 0.0 0.355
H -5.972662 1.861528 -2.239832 0.0 0.0 0.0 0.259
H -2.715810 0.059470 -4.611735 0.0 0.0 0.0 0.791
H -0.973997 -1.193497 -7.847958 0.0 0.0 0.0 0.351
H -2.223718 -0.332573 -6.950827 0.0 0.0 0.0 0.502
H -2.651139 -2.876784 -8.043893 0.0 0.0 0.0 0.378
H -3.546288 -2.261969 -6.634059 0.0 0.0 0.0 0.420
H -2.422443 -4.423862 -6.268207 0.0 0.1 0.0 0.319
H -2.038430 -3.197674 -5.201179 0.0 0.0 0.0 0.355
H -0.372381 -3.715582 -7.527560 0.0 0.0 0.0 0.314
H -0.090971 -4.542876 -5.984601 0.0 0.0 0.0 0.409
H 1.001118 -2.061644 -6.538471 0.0 0.0 0.0 0.465
H 0.605946 -2.564731 -4.891216 0.0 0.0 0.0 0.150
Cl -4.048055 -1.577127 4.644443 0.0 0.0 0.0 -0.241
C -2.523007 -0.959137 5.200203 0.0 0.0 0.0 0.355
C -1.841578 -0.025009 4.442211 0.0 0.0 0.0 -1.346
C -0.620326 0.438994 4.896904 0.1 -0.1 -0.1 0.644
C -0.050156 -0.012037 6.089408 0.1 0.0 -0.1 -0.250
C 1.303982 0.475396 6.552583 0.1 0.0 0.0 -0.202
C 1.381264 1.995649 6.721315 0.0 0.0 0.1 -1.376
N 1.181690 2.753480 5.506176 0.0 0.1 0.0 0.244
C 0.108903 3.575280 5.238927 0.0 0.0 0.1 -0.184
C 0.239398 3.960636 3.939815 -0.1 -0.1 -0.2 -0.792
N 1.361282 3.384398 3.398956 0.1 0.2 0.2 -0.208
C 1.905681 2.683763 4.360946 0.1 -0.1 0.0 -0.587
O 2.449406 0.062687 5.783961 -0.1 0.0 0.1 -0.448
C 2.359861 -0.638261 4.549021 0.0 0.1 0.1 -0.020
C 1.927160 -2.069390 4.692474 -0.1 0.1 0.1 -0.308
C 1.153792 -2.747737 3.802428 0.0 0.0 0.0 0.922
Cl 0.515478 -2.136697 2.332563 -0.1 0.1 -0.1 -0.079
S 0.858456 -4.371393 4.271910 0.0 0.0 0.0 -0.213
C 1.790648 -4.161928 5.694398 0.0 0.0 0.0 -0.380
C 2.299085 -2.906932 5.786589 -0.1 0.0 0.0 -1.002
C -0.790017 -0.930110 6.833600 0.0 0.0 0.0 0.760
Cl -0.222730 -1.524942 8.372342 0.0 0.0 0.0 -0.258
C -2.013153 -1.413580 6.402076 0.0 0.0 0.0 -0.784
H -2.246474 0.322833 3.503502 0.0 0.0 0.0 0.558
H -0.090160 1.153793 4.284064 0.0 0.0 0.0 0.297
H 1.482406 0.081384 7.557385 -0.1 0.0 -0.1 0.801
H 2.355466 2.232374 7.151978 0.0 0.0 0.0 0.340
H 0.610536 2.316155 7.424816 0.1 -0.1 0.0 0.398
H -0.635598 3.785223 5.985938 0.0 0.0 0.0 0.407
H -0.404712 4.572335 3.332372 0.0 0.1 0.0 0.471
H 2.808815 2.103616 4.278035 0.1 0.0 0.0 0.670
H 3.384358 -0.607935 4.169944 0.0 0.0 0.0 0.482
H 1.736793 -0.116436 3.818394 -0.1 0.0 0.0 0.035
H 1.902651 -4.975780 6.389060 0.0 0.0 0.0 0.445
H 2.904050 -2.559481 6.609242 0.0 0.0 0.1 0.411
H -2.554221 -2.135405 6.994788 0.0 0.0 0.0 0.461



The records above give, respectively, Kohn-Sham gap values of 4.08, 5.23 eV.